Record 1
C5H15N2O | the ωB97M-V functional and the def2-TZVPD basis

Its HOMO-LUMO gap is 11.44 eV. The calculation puts the energy above the lowest of the compared OMol25 structures with the same formula, charge and spin at 11.8 kcal/mol. As for the electronic energy: -10450.0503 eV. Its LUMO energy is -0.114 Eh. The total charge is +1.

Structure (XYZ):
```
23
Properties=species:S:1:pos:R:3:forces:R:3:mulliken_charge:R:1
C 0.29404 -0.53067 3.00432 0.01 0.65 0.36 -1.308
C 0.04375 -1.05768 1.59762 0.59 -0.49 0.14 -0.410
C 0.38770 -0.00335 0.54051 -1.29 0.19 0.25 -0.033
C -0.87339 0.56862 -0.09655 0.25 0.47 -1.62 -1.271
N -1.57742 -0.37337 -0.98477 -0.38 -0.90 1.06 0.022
C -1.25072 -0.61316 -2.21977 0.30 0.50 0.49 0.028
N -0.23602 -0.01698 -2.81593 -0.19 -0.48 -0.43 -0.251
H 0.37997 -1.31886 3.74937 -0.33 0.02 0.02 0.371
H 1.20511 0.06876 3.09334 0.31 -0.41 -0.40 0.361
H -0.44320 0.21672 3.30077 -0.44 -0.32 0.14 0.319
H 0.63785 -1.96730 1.48027 0.20 0.16 -0.23 0.318
H -0.97904 -1.43229 1.47513 -0.08 0.23 0.19 0.219
H 1.04921 -0.34139 -0.24988 0.16 -0.19 0.18 0.315
H 0.80556 0.87666 1.02036 0.50 -0.17 0.02 0.366
H -1.56673 1.02372 0.60586 -0.17 -0.42 0.13 0.318
H -0.66223 1.34217 -0.84121 0.48 0.46 0.64 0.508
H -2.22549 -1.01370 -0.54743 -0.25 0.07 -0.23 0.305
H -1.87082 -1.30308 -2.77348 0.03 -0.02 -0.18 0.393
H 0.54434 0.40986 -2.32552 -0.18 0.22 0.16 0.174
H -0.13313 -0.20481 -3.79752 0.26 0.06 -0.12 0.266
H 2.72612 1.50376 -0.70509 -0.02 -0.13 0.13 0.297
H 1.92878 2.45662 -1.56016 -0.08 -0.07 0.24 0.273
O 1.81577 1.70974 -0.95024 0.33 0.56 -0.94 -0.580
```
Forces are in eV/Å.

=====

Record 2
C13H21BN6OZn | the ωB97M-V functional and the def2-TZVPD basis

Its HOMO-LUMO gap (alpha / beta) is 6.38 / 6.44 eV. As for the electronic energy: -73898.7361 eV. Its LUMO energy (alpha / beta) is -0.070 / -0.071 Eh.

Structure (XYZ):
```
43
Properties=species:S:1:pos:R:3:forces:R:3:mulliken_charge:R:1
H -0.62353 2.76784 0.69590 -0.01 0.20 0.02 0.512
N -0.17806 1.58442 -0.96295 0.79 1.55 -0.31 0.361
B 0.66112 0.61639 -3.13160 -0.52 -0.59 0.91 0.212
N 0.50479 1.80388 -2.14731 -1.00 0.23 1.16 -0.239
C 0.95090 3.07483 -2.17790 -0.33 -0.23 0.30 0.050
Zn -1.19146 -0.41417 -0.22359 3.13 0.42 1.33 -0.826
H 1.49525 3.44351 -3.04834 -0.15 -0.15 0.45 0.443
C 0.55638 3.69724 -0.99855 -0.05 0.22 0.33 -1.322
H 0.72901 4.70720 -0.66460 0.12 0.01 -0.24 0.379
C -0.14996 2.72849 -0.26929 0.72 -0.22 -1.37 -0.057
H 1.09053 0.97666 -4.18546 -0.12 -0.05 -0.15 -0.124
C -1.08947 -2.23650 0.28934 -1.20 -0.93 2.01 -1.436
H -1.32795 -2.21248 1.34920 -0.45 -0.63 0.37 0.248
H -0.32347 -2.96751 0.21575 1.48 0.12 -0.35 0.389
H -1.87870 -2.74378 -0.23597 -0.96 -0.14 -0.12 0.459
N -0.77348 -0.03135 -3.19418 -1.69 0.15 1.23 -0.156
N 1.52589 -0.42860 -2.43403 -0.04 -0.32 1.27 -0.132
N -1.46227 -0.45086 -2.01973 -0.94 -0.57 -6.08 0.992
N 1.08288 -0.84859 -1.19747 0.80 -0.01 -0.90 0.265
C -1.61011 -0.12509 -4.24573 -0.30 -0.64 0.70 -0.051
C 2.75728 -0.91325 -2.68182 -0.19 -0.30 0.30 -0.179
H -1.28552 0.18011 -5.25309 -0.25 -0.25 0.77 0.411
H 3.25028 -0.67478 -3.62032 0.00 -0.14 0.33 0.430
C -2.81117 -0.69792 -3.79575 -0.10 -0.05 -0.27 -1.108
C 3.11320 -1.70157 -1.59684 0.17 -0.01 0.06 -1.209
C -2.66164 -0.92496 -2.41953 1.34 1.39 -0.91 0.037
C 2.03265 -1.61998 -0.68744 0.12 0.61 -1.10 -0.089
H -3.69920 -0.91636 -4.36909 0.19 0.00 -0.11 0.379
H 4.02257 -2.25768 -1.45736 0.10 -0.01 -0.09 0.401
H -3.34539 -1.30560 -1.66926 0.03 -0.04 -0.30 0.414
H 1.90780 -2.03795 0.30184 0.05 -0.04 -0.19 0.471
H -1.74751 1.13404 -0.06011 -0.62 0.48 0.00 0.048
C -1.19757 0.59547 2.76224 -0.71 -0.05 -0.19 -1.090
C 0.28298 0.68500 2.45317 0.34 0.54 1.12 0.714
C 1.17076 0.18816 3.59731 -0.21 -0.20 -0.33 -1.544
O 0.52849 0.10126 1.25030 0.07 0.06 0.17 -0.190
H -1.48705 -0.44866 2.87474 -0.07 0.01 0.18 0.303
H -1.76201 1.00264 1.92129 -0.04 -0.03 -0.01 0.151
H -1.50345 1.18185 3.62186 0.21 -0.08 0.36 0.438
H 0.48256 1.78123 2.39759 0.12 -0.27 -0.59 0.134
H 0.92758 -0.85404 3.82780 -0.01 0.14 0.13 0.332
H 2.21300 0.22076 3.27798 0.00 0.12 0.15 0.388
H 1.00696 0.82797 4.47230 0.18 -0.26 -0.06 0.392
```
Forces are in eV/Å.

=====

Record 3
C9H19N4 | the ωB97M-V functional and the def2-TZVPD basis

Its HOMO-LUMO gap is 8.62 eV. The calculation puts the energy above the lowest of the compared OMol25 structures with the same formula, charge and spin at 42.5 kcal/mol. As for the electronic energy: -15593.3754 eV. Its LUMO energy is -0.163 Eh. The total charge is +1.

Structure (XYZ):
```
32
Properties=species:S:1:pos:R:3:forces:R:3:mulliken_charge:R:1
C -0.83652 1.23858 -0.39392 -1.31 0.88 2.28 -1.006
C -0.62220 0.54793 -1.46750 0.61 -0.15 -2.22 0.965
C -0.04156 -0.81753 -1.51262 -1.19 1.12 1.86 0.273
C -0.87970 0.54036 0.97227 -1.43 -1.35 -1.55 0.454
C 0.69123 -1.10572 -0.20129 0.86 -0.49 -0.27 1.449
C -0.47107 -0.90505 0.77370 2.61 2.34 -1.64 0.130
C -0.81020 1.13835 -2.78354 0.90 2.88 0.99 -2.014
C -2.28780 0.65345 1.55622 0.77 1.78 -0.99 -1.696
C 1.29109 -2.47304 -0.28324 -0.44 -1.33 1.01 -2.050
N -0.39355 -1.59860 -2.40809 -0.10 -0.01 -1.56 -0.664
N 1.81867 -0.19623 -0.02114 -0.79 1.15 -0.87 -0.560
N -1.10370 -1.86261 1.28368 -3.14 -0.44 0.91 -0.145
N 2.29456 2.41468 1.98148 -0.17 0.04 -1.59 -0.694
H -1.21229 2.30937 -0.40341 0.49 -1.54 -0.01 0.308
H -0.16282 1.03284 1.50501 2.09 1.13 2.14 0.489
H -1.43494 0.59842 -3.36834 -1.63 -1.82 -2.04 0.405
H 0.11808 1.36150 -3.23362 1.28 -0.55 -1.00 0.375
H -1.18566 2.14695 -2.71789 -0.71 0.33 0.33 0.455
H -2.94857 0.47413 0.70982 -0.43 0.44 0.06 0.479
H -2.38042 1.71887 1.96601 -0.41 -1.93 -0.19 0.383
H -2.46429 -0.17440 2.20114 -0.50 0.35 1.58 0.486
H 0.53958 -3.21417 -0.63573 0.79 0.17 0.03 0.480
H 1.61135 -2.79250 0.71728 0.03 -0.05 -0.16 0.375
H 2.20388 -2.39912 -0.88536 -0.56 -0.31 -0.13 0.374
H 0.00905 -2.51511 -2.43545 0.28 -0.62 0.33 0.267
H 1.70267 0.65794 -0.63562 0.37 -1.08 1.78 0.322
H 2.03267 -0.04061 0.96431 -0.08 0.48 -0.63 0.257
H -1.17404 -2.79207 0.90470 0.83 -0.50 0.10 0.303
H -1.96756 -1.55060 1.77196 0.82 -0.88 -0.17 0.105
H 2.50707 3.36737 1.71087 -0.26 0.24 -0.02 0.244
H 2.97687 1.88351 1.44827 0.05 -0.11 0.09 0.227
H 2.58007 2.35314 2.92003 0.39 -0.18 1.53 0.221
```
Forces are in eV/Å.

=====

Record 4
C7H17NOSi | the ωB97M-V functional and the def2-TZVPD basis

Its HOMO-LUMO gap is 9.79 eV. The calculation puts the energy above the lowest of the compared OMol25 structures with the same formula, charge and spin at 66.8 kcal/mol. As for the electronic energy: -18947.5931 eV. Its LUMO energy is 0.032 Eh.

Structure (XYZ):
```
27
Properties=species:S:1:pos:R:3:forces:R:3:mulliken_charge:R:1
C -1.03924 1.27973 -0.31248 -2.18 -0.89 -1.63 0.063
C -1.28501 -0.42060 2.01576 7.31 0.25 3.14 -1.302
C -1.62535 -2.32993 0.40673 -1.06 4.04 -0.09 -1.535
C 2.01880 2.19270 -1.01064 -2.73 -0.62 0.05 -1.109
C 2.77196 -0.85247 -0.65443 -2.59 1.54 -3.66 -1.254
C -0.18364 0.11548 -0.62983 0.97 -2.56 1.94 -0.139
C -0.66587 -1.28386 0.93322 -0.39 1.96 -1.72 0.372
N -2.25197 1.24000 -1.01921 -0.94 2.89 0.88 -0.442
O -0.87047 2.16677 0.51267 0.59 -0.55 -0.51 -0.621
Si 1.61520 0.55280 -0.14377 -0.67 0.16 -1.74 0.545
H -2.26875 -0.42146 2.00276 -4.69 0.07 -0.32 0.450
H -0.86100 0.63647 1.99499 -0.75 -1.30 0.02 0.319
H -0.94484 -0.77149 3.13913 -0.82 0.48 -2.66 0.257
H -2.62085 -1.82146 0.32544 0.49 -1.00 0.29 0.297
H -1.31442 -2.50107 -0.56324 0.51 -1.34 -1.98 0.425
H -1.54850 -3.11129 1.08248 -0.43 -1.92 0.95 0.453
H 1.99271 2.04763 -2.11202 -0.48 0.37 0.59 0.292
H 1.22995 2.90816 -0.55944 1.21 -0.94 -1.23 0.235
H 2.96212 2.55988 -0.80707 2.07 0.82 0.69 0.447
H 3.74990 -0.52282 -0.84439 1.35 0.46 -0.44 0.390
H 2.80149 -1.59529 0.00572 0.21 -3.05 3.07 0.419
H 2.32671 -1.38035 -1.60155 0.89 1.24 1.39 0.288
H -0.30877 -0.53346 -1.56563 -0.32 1.39 1.28 0.504
H 0.27371 -1.81494 1.03586 0.50 0.81 0.56 0.398
H -2.58060 0.69000 -1.75494 0.69 -1.78 -1.04 0.179
H -2.80367 2.10895 -1.11100 0.82 -0.45 0.93 0.249
H 1.43041 0.86194 1.23487 0.44 -0.08 1.26 -0.177
```
Forces are in eV/Å.